C33H77F6N3O15P | ωB97M-V/def2-TZVPD

Output
* strongest force on any atom: 19.67 eV/A
* Kohn-Sham gap: 7.7 eV

Geometry as ORCA input:
```
! wB97M-V def2-TZVPD RIJCOSX def2/J DEFGRID3
* xyz -1 1
O 10.122 1.740 9.366
H 15.028 5.503 -3.077
H 6.316 1.889 0.810
O 7.847 5.527 3.617
H 9.281 0.853 7.655
C 11.091 2.337 5.228
H 5.275 3.306 0.861
H 15.189 0.366 -1.341
F 13.370 4.305 1.830
C 11.065 -0.312 8.066
C 14.233 7.979 1.508
H 9.953 5.611 -0.021
O 9.976 0.300 2.079
C 7.986 5.912 6.157
F 11.328 5.061 2.915
O 15.238 8.633 1.286
H 11.954 0.514 -0.669
C 10.410 6.162 0.801
H 10.912 7.085 -1.932
H 14.686 2.762 0.816
H 10.501 -1.410 5.604
H 8.653 1.797 2.537
H 11.631 -0.516 8.975
H 12.257 9.030 -2.184
O 11.531 2.439 6.590
F 11.317 3.904 1.001
O 10.317 -0.801 -0.818
C 13.749 -1.045 1.133
H 8.763 3.250 1.402
C 12.909 6.629 2.932
H 11.786 1.690 4.693
C 8.956 -1.457 -2.902
H 11.101 3.453 9.642
H 10.035 2.427 1.591
H 12.039 2.062 8.899
C 14.999 7.302 3.810
H 17.086 6.572 -4.736
H 15.778 6.201 -1.672
H 9.512 4.939 2.518
H 10.106 1.893 5.086
O 14.035 -2.201 1.024
H 9.942 -2.952 6.280
C 11.025 0.283 -0.148
C 7.160 5.379 4.861
C 14.323 -0.277 -1.180
H 13.489 5.737 -1.449
H 10.318 8.232 -0.700
C 9.900 0.613 8.519
H 11.645 -0.998 1.408
O 10.829 -1.664 7.634
H 9.192 9.019 6.078
H 12.959 6.648 -2.837
H 6.569 0.191 -1.648
H 8.941 5.420 6.340
C 15.156 3.742 0.732
H 7.696 -0.940 -0.863
F 12.449 2.135 1.883
C 11.248 0.017 1.382
C 15.089 6.418 -2.488
H 13.215 5.597 3.103
H 8.908 3.658 3.672
C 17.378 2.816 1.250
H 10.747 5.365 1.464
N 16.512 3.753 0.405
F 12.553 3.255 3.949
H 12.913 1.708 -0.233
F 10.497 3.036 2.842
H 10.870 4.189 7.455
H 6.819 4.365 5.066
O 13.598 7.801 -1.302
H 9.971 0.366 -2.525
H 11.176 -0.874 -2.816
C 9.717 1.689 2.327
H 18.326 2.685 0.727
H 12.002 0.670 1.822
H 9.687 6.893 1.163
C 11.135 7.569 -0.981
C 11.109 2.629 8.928
O 15.679 7.422 -3.235
H 14.473 1.946 0.340
H 17.579 3.311 2.200
H 13.222 1.357 1.535
H 17.429 8.158 -4.132
H 12.534 9.246 -0.510
H 18.181 4.361 -0.371
H 9.768 7.683 5.210
C 10.045 -1.884 6.473
H 17.790 6.923 -3.121
C 17.018 7.191 -3.842
H 7.501 4.424 1.134
H 9.716 3.028 7.285
C 10.769 3.108 7.556
C 17.102 4.547 -0.486
H 15.091 4.133 1.748
H 9.132 -1.754 -3.936
C 7.143 -0.726 -1.777
H 10.049 7.758 7.020
H 14.554 -1.318 -1.403
H 9.000 -1.582 6.545
C 7.938 3.770 1.889
N 14.119 7.310 2.639
O 16.523 5.203 -1.384
C 10.230 -0.671 -2.314
H 9.373 -0.017 9.235
O 8.089 7.309 6.233
H 13.506 0.071 -1.813
H 10.903 3.326 4.809
C 9.370 7.949 6.189
C 13.602 1.315 0.515
H 10.381 1.845 3.178
H 13.338 -0.658 2.078
C 12.341 8.471 -1.252
H 5.135 1.895 2.051
H 13.364 7.804 0.856
C 5.779 2.562 1.478
H 10.344 1.133 -0.190
N 13.886 -0.083 0.200
C 8.655 4.503 3.031
O 7.796 -0.535 -3.015
H 15.971 7.610 3.424
H 12.471 6.946 3.879
H 11.835 0.230 7.517
P 11.959 3.645 2.416
H 6.472 -1.561 -1.981
H 14.933 6.368 4.369
H 8.786 -2.391 -2.366
C 13.674 6.651 -2.014
H 14.675 4.331 -0.049
O 11.457 6.713 0.105
H 7.351 5.608 6.990
O 6.745 3.088 2.406
H 16.998 1.798 1.336
H 6.311 6.058 4.781
H 14.674 8.114 4.461
H 12.226 6.597 2.083
*
```

---

C33H77N3O7 | ωB97M-V/def2-TZVPD

Output
* energy relative to the best compared isomer or geometry (same formula, charge and spin): 21.4 kcal per mole
* strongest force on any atom: 2.03 eV/A
* structure (SMILES): CC1(C)CCCC(C)(C)N1O.CC1(C)CCCC(C)(C)N1O.CC1(C)CCCC(C)(C)N1O.CC(C)O.CC(C)O.O.O
* Kohn-Sham gap: 8.6 eV

Geometry as ORCA input:
```
! wB97M-V def2-TZVPD RIJCOSX def2/J DEFGRID3
* xyz 0 1
H -17.852 -6.399 -7.362
H -16.268 -10.070 -3.098
H -16.937 -13.207 -8.434
H -21.609 -13.114 -7.534
N -19.714 -12.852 -5.788
C -15.502 -7.953 -9.564
H -19.668 -8.247 -0.943
H -16.293 -10.063 0.668
H -20.088 -1.141 -2.079
H -18.024 -14.747 -6.876
H -22.025 -11.474 -6.995
C -19.408 -3.003 -3.004
C -17.465 -12.792 -7.571
H -21.347 -2.081 -2.776
H -18.565 -5.256 -8.463
C -14.817 -9.339 -9.657
H -14.289 -6.795 -10.811
H -19.285 -15.329 -5.013
H -20.399 -10.170 -5.892
N -19.776 -3.714 -4.268
H -13.783 -7.478 -8.282
H -17.063 -9.856 -8.632
H -21.314 -11.734 -8.543
O -17.213 -9.006 -8.203
C -16.235 -6.030 -11.093
H -19.729 -7.546 -8.426
C -15.297 -7.212 -10.899
C -18.470 -13.354 -5.266
C -17.608 -13.824 -6.456
H -16.106 -5.621 -12.101
H -12.957 -2.362 -7.721
C -20.311 -1.767 -2.948
H -17.253 -8.064 -5.393
C -13.494 -4.475 -6.292
C -21.270 -12.073 -7.503
O -17.277 -6.873 -2.960
C -18.848 -12.411 -8.064
H -17.555 -6.396 -3.751
H -15.412 -7.759 -2.980
H -16.662 -14.159 -6.021
H -14.847 -2.607 -4.601
C -16.301 -7.950 -4.870
C -19.835 -11.983 -6.946
O -15.507 -9.507 0.639
C -18.376 -2.727 -6.116
C -19.359 -7.626 -9.452
H -17.788 -15.085 -4.147
H -14.349 -4.860 -5.739
H -15.786 -8.673 1.034
H -13.933 -9.181 -10.274
H -14.463 -9.604 -8.660
H -19.723 -9.876 -7.491
C -20.570 -1.745 -5.419
C -16.430 -7.956 -3.338
H -14.735 -6.079 -8.551
H -15.614 -8.713 -5.235
H -16.948 -12.836 -3.827
H -20.419 -1.108 -6.296
H -15.895 -6.961 -5.105
C -17.707 -12.315 -4.424
O -20.730 -12.633 -4.833
C -17.690 -6.394 -10.825
H -18.568 -7.357 -1.547
H -15.170 -2.371 -6.317
H -20.608 -4.608 -2.236
H -21.639 -1.963 -5.318
H -18.655 -10.365 -6.129
C -17.955 -2.571 -2.814
H -21.338 -13.371 -4.956
H -18.257 -5.458 -10.769
H -17.044 -9.223 -1.723
H -17.779 -3.626 -6.289
H -15.393 -7.313 -7.506
C -14.821 -7.160 -8.416
C -17.778 -6.014 -8.385
H -19.220 -0.514 -4.293
H -20.369 -3.466 -7.549
H -20.905 -0.038 -4.188
N -16.927 -8.145 -9.307
H -15.902 -5.168 -10.506
C -16.955 -9.277 -2.807
C -13.174 -3.033 -5.914
H -18.378 -2.181 -7.062
H -15.341 -7.897 -11.747
O -12.441 -2.314 -6.907
H -19.255 -14.357 -3.490
H -13.743 -4.451 -7.356
O -18.975 -7.625 -0.700
C -14.422 -2.219 -5.531
H -12.552 -2.998 -5.016
H -17.241 -3.345 -3.117
H -19.442 -8.676 -9.734
H -15.508 -10.095 -10.023
H -18.151 -6.915 -11.667
H -16.835 -5.468 -8.378
C -20.242 -0.903 -4.199
H -12.614 -5.095 -6.141
C -20.514 -3.930 -6.568
H -20.184 -3.467 -0.990
H -20.037 -4.907 -6.638
H -19.803 -5.573 -4.010
H -17.758 -2.424 -1.749
H -18.934 -4.520 -1.519
H -21.581 -4.000 -6.374
C -17.924 -7.097 -9.479
C -18.733 -14.606 -4.412
H -20.012 -7.028 -10.084
H -17.814 -2.102 -5.417
H -16.837 -11.975 -7.204
H -18.824 -11.600 -8.794
O -19.133 -4.970 -4.354
H -14.196 -1.168 -5.374
C -19.764 -3.030 -5.570
C -19.802 -3.969 -1.883
H -17.138 -11.546 -4.942
H -17.957 -9.472 -3.195
C -19.632 -10.492 -6.597
H -17.659 -1.662 -3.338
H -18.439 -11.929 -3.713
H -19.354 -13.261 -8.529
*
```

---

C33H78Br2N3O7S7 | ωB97M-V/def2-TZVPD

Output
* strongest force on any atom: 2.26 eV/A
* Kohn-Sham gap: 8.6 eV

Geometry as ORCA input:
```
! wB97M-V def2-TZVPD RIJCOSX def2/J DEFGRID3
* xyz 1 1
H -9.126 -5.596 8.476
H 4.031 -1.298 1.160
N -1.916 0.507 -1.578
H 0.649 5.711 -5.249
H -6.758 -2.249 3.832
H -1.684 -2.189 -2.667
H 1.048 4.649 -6.634
C -5.777 -2.518 3.439
H -5.982 -5.164 6.269
C -1.273 3.627 -5.449
C 1.761 -5.405 -1.634
C 0.970 -4.709 -0.499
S -4.564 -1.311 3.989
H 6.436 4.434 2.676
C -1.248 0.698 0.836
C 5.073 -2.165 -1.089
C -4.740 -1.651 5.738
C -6.642 -5.372 7.109
O -4.185 4.169 -8.358
C -0.378 3.122 -1.022
H 4.863 3.684 3.039
H -0.182 0.702 0.647
S 4.871 3.237 0.149
C -2.029 1.338 -0.334
H -4.086 1.035 -10.061
H -3.735 1.849 0.919
O 5.487 -2.463 0.238
C 4.971 4.834 -0.673
H -0.747 -3.967 -1.584
H 5.376 -1.860 2.157
H 5.966 -2.136 -1.713
C -3.643 1.983 -9.755
H 7.250 3.422 0.293
H -5.177 2.306 -0.783
H -4.167 1.668 -7.018
H -4.033 -1.026 6.280
H -2.844 0.156 -1.845
C 1.315 0.776 2.657
H 5.677 -0.564 0.997
H -5.511 0.888 -7.907
H 6.726 2.733 -1.275
H -5.832 2.276 -6.842
H 0.261 -5.434 -0.100
H 5.576 4.835 4.193
C -5.116 1.831 -7.530
H -2.123 2.299 2.131
H 6.703 1.734 0.202
H 8.564 3.992 3.914
H -2.325 -2.192 -0.539
H 0.757 -3.034 -1.769
H -6.056 -5.449 8.025
H -1.633 1.099 -2.363
H 1.333 -6.401 -1.747
O -7.048 -2.808 7.663
C -1.516 2.780 -0.474
H -2.711 -0.849 1.357
H 3.476 -6.514 -0.821
C -1.437 -1.605 -0.302
H 2.483 0.590 0.841
H 8.740 2.871 5.285
C -8.651 -4.644 8.712
C 1.131 4.782 -5.555
H 0.617 -1.947 0.285
O 0.924 2.149 -5.279
H -5.489 -3.511 3.783
H 7.788 4.360 5.485
H 5.711 5.456 -0.170
N -4.307 1.906 -1.099
H 0.005 -0.448 -1.331
O 7.009 1.722 3.209
S 6.600 2.668 4.282
H -1.679 4.593 -5.150
H -0.207 -1.636 -3.043
S 0.146 2.169 2.714
C -1.689 -0.762 1.016
H -5.754 -1.412 6.057
Br -2.598 4.216 0.232
H 5.049 -4.753 -0.656
O -3.220 -1.812 3.568
S 0.352 3.401 -4.714
H 2.180 4.805 -5.269
C -3.517 1.328 -0.009
H -1.080 -1.190 1.804
H -1.745 0.749 2.937
S -4.879 2.972 -8.901
H 5.242 4.693 -1.719
H 3.716 -5.769 -2.368
Br 0.166 4.935 -1.187
H -4.523 -2.700 5.936
O 3.975 2.376 -0.677
C 0.624 2.142 -1.568
H -7.182 -6.301 6.926
H -3.870 0.307 0.135
H 2.375 2.219 1.436
C 5.107 -1.477 1.177
H 1.714 0.636 3.655
H 0.296 1.639 -2.476
H 3.458 1.124 2.255
C 0.113 -3.557 -1.060
H 1.524 2.678 -1.846
C 8.070 3.570 4.789
C 4.013 -4.434 -0.761
H 3.691 -4.198 0.245
C 4.033 -3.186 -1.643
H 0.871 -0.161 2.336
S -7.816 -4.016 7.251
H -3.320 2.534 -10.636
H -1.200 3.570 -6.535
H -5.805 -2.502 2.350
H -9.410 -3.921 9.003
H 1.585 -4.379 0.332
C 6.559 2.736 -0.197
H -1.925 2.833 -5.087
H -2.791 1.809 -9.098
H -3.789 2.560 -1.668
C 5.793 4.050 3.468
H 4.327 -3.436 -2.658
C 3.265 -5.610 -1.386
C -0.260 -2.550 0.035
C 2.500 1.188 1.746
C -1.040 -0.690 -1.469
H 1.570 -4.898 -2.578
H 0.940 1.433 -0.811
H 3.057 -2.702 -1.580
C -1.447 1.457 2.171
H -0.577 -3.094 0.923
N -1.140 -1.340 -2.782
H 3.993 5.309 -0.609
H 4.616 -1.174 -1.094
H -7.933 -4.767 9.522
*
```